{"formula": "C31H39N2O7", "method": "ωB97M-V/def2-TZVPD", "symbols": ["C", "C", "O", "C", "C", "C", "O", "C", "C", "C", "C", "C", "C", "C", "C", "C", "C", "O", "H", "H", "H", "H", "H", "H", "H", "H", "H", "H", "H", "H", "H", "H", "H", "H", "H", "H", "H", "H", "H", "H", "H", "H", "H", "C", "C", "C", "C", "C", "O", "C", "N", "N", "C", "O", "O", "C", "C", "C", "C", "C", "C", "C", "O", "C", "C", "H", "H", "H", "H", "H", "H", "H", "H", "H", "H", "H", "H", "H", "H"], "coordinates": [[4.212, -1.070, 2.269], [3.056, -0.114, 2.198], [2.240, -0.364, 3.362], [1.112, 0.391, 3.435], [0.275, -0.043, 4.551], [-1.059, 0.425, 4.719], [-1.851, -0.177, 5.482], [-1.595, 1.654, 3.989], [-2.323, 1.322, 2.692], [-3.621, 0.498, 2.833], [-3.555, -0.917, 2.229], [-3.479, -2.065, 3.246], [-2.483, -3.179, 2.888], [-1.023, -2.872, 3.236], [-0.697, -3.021, 4.725], [0.717, -2.544, 5.081], [0.829, -1.067, 5.498], [0.886, 1.290, 2.633], [4.901, -0.854, 1.456], [4.746, -0.960, 3.214], [3.872, -2.101, 2.167], [3.422, 0.918, 2.224], [2.439, -0.257, 1.302], [-2.299, 2.133, 4.686], [-0.750, 2.316, 3.761], [-2.581, 2.283, 2.221], [-1.618, 0.833, 2.006], [-3.917, 0.456, 3.889], [-4.398, 1.054, 2.285], [-4.472, -1.063, 1.638], [-2.719, -0.978, 1.519], [-3.239, -1.669, 4.242], [-4.479, -2.516, 3.319], [-2.792, -4.094, 3.410], [-2.532, -3.381, 1.813], [-0.362, -3.553, 2.675], [-0.749, -1.857, 2.907], [-1.433, -2.477, 5.333], [-0.783, -4.089, 4.987], [1.069, -3.136, 5.938], [1.402, -2.736, 4.243], [1.892, -0.840, 5.670], [0.279, -0.932, 6.442], [6.713, 8.757, 3.802], [6.144, 7.979, 4.820], [5.724, 6.667, 4.562], [5.890, 6.107, 3.288], [5.468, 4.691, 3.006], [4.075, 4.720, 2.507], [3.702, 3.584, 1.915], [2.300, 3.670, 1.540], [2.012, 2.778, 0.717], [1.421, 3.136, -0.552], [1.718, 2.388, -1.465], [0.559, 4.158, -0.545], [-0.266, 4.282, -1.762], [-1.250, 5.364, -1.441], [-2.622, 5.081, -1.368], [-3.505, 6.026, -0.834], [-3.033, 7.278, -0.417], [-1.680, 7.596, -0.606], [-0.792, 6.653, -1.134], [4.403, 2.595, 1.751], [6.451, 6.887, 2.267], [6.872, 8.197, 2.529], [7.042, 9.782, 4.010], [6.025, 8.391, 5.822], [5.269, 6.059, 5.348], [6.095, 4.234, 2.226], [5.490, 4.063, 3.913], [0.391, 4.549, -2.608], [-0.764, 3.322, -1.967], [-2.966, 4.101, -1.707], [-4.563, 5.772, -0.736], [-3.719, 8.007, 0.024], [-1.304, 8.582, -0.324], [0.263, 6.893, -1.288], [6.564, 6.451, 1.273], [7.333, 8.785, 1.734]], "relative_energy_kcal_mol": 0.0, "lumo_ev": 1.005, "total_charge": -1, "orbital_gap_ev": 4.147}

=====

{"formula": "C31H39N5O2P2Ru", "method": "ωB97M-V/def2-TZVPD", "symbols": ["Ru", "C", "C", "C", "C", "C", "C", "C", "C", "C", "H", "H", "H", "H", "H", "H", "H", "H", "H", "H", "H", "H", "H", "H", "H", "P", "P", "N", "N", "N", "N", "C", "C", "C", "C", "C", "C", "C", "C", "C", "C", "C", "C", "C", "C", "C", "C", "C", "C", "H", "H", "H", "H", "H", "H", "H", "H", "H", "H", "H", "H", "H", "H", "H", "H", "H", "H", "H", "H", "O", "C", "C", "C", "C", "O", "N", "H", "H", "H", "H"], "coordinates": [[-0.031, -1.467, 0.440], [-1.058, 3.066, 3.902], [-1.365, 2.690, 2.652], [-0.511, 2.456, 1.399], [0.765, 1.570, 1.304], [1.905, 1.702, 2.249], [1.976, 2.569, 3.248], [1.271, 3.889, 3.280], [0.160, 3.808, 4.349], [1.671, -2.455, 1.163], [-1.804, 2.909, 4.684], [-2.408, 2.382, 2.459], [-0.318, 3.407, 0.872], [-1.236, 1.912, 0.747], [0.412, 0.470, 1.292], [1.191, 1.717, 0.297], [2.684, 0.945, 2.149], [2.805, 2.529, 3.951], [0.905, 4.223, 2.296], [1.958, 4.678, 3.656], [0.567, 3.334, 5.268], [-0.143, 4.836, 4.611], [2.057, -1.825, 1.982], [2.483, -3.044, 0.732], [0.989, -3.203, 1.597], [1.540, -1.408, -1.002], [-2.045, -0.545, -0.735], [2.844, -0.250, -1.149], [2.058, -2.637, -2.069], [-2.072, 1.088, -1.732], [-3.671, -1.039, -1.822], [0.291, -0.555, -2.042], [-1.011, -1.364, -1.995], [4.092, -0.333, -0.509], [4.981, 0.478, -1.211], [4.277, 1.052, -2.313], [2.975, 0.603, -2.262], [2.619, -3.870, -1.733], [3.121, -4.440, -2.890], [2.859, -3.532, -3.968], [2.219, -2.437, -3.447], [-2.831, 2.206, -1.373], [-2.693, 3.186, -2.357], [-1.839, 2.664, -3.365], [-1.556, 1.352, -3.008], [-4.355, -0.393, -2.850], [-5.129, -1.318, -3.565], [-4.908, -2.591, -2.961], [-4.001, -2.387, -1.913], [0.601, -0.419, -3.086], [0.220, 0.452, -1.583], [-1.532, -1.414, -2.963], [-0.884, -2.409, -1.611], [4.200, -0.912, 0.398], [6.015, 0.660, -0.971], [4.657, 1.721, -3.080], [2.111, 0.838, -2.873], [2.550, -4.242, -0.721], [3.620, -5.384, -2.966], [3.115, -3.658, -5.010], [1.804, -1.563, -3.933], [-3.413, 2.202, -0.472], [-3.165, 4.156, -2.365], [-1.455, 3.139, -4.258], [-0.995, 0.635, -3.578], [-4.240, 0.666, -3.035], [-5.741, -1.088, -4.427], [-5.333, -3.539, -3.261], [-3.565, -3.103, -1.230], [1.504, -0.651, 3.506], [0.303, -0.928, 3.524], [-0.600, -0.886, 4.732], [-1.918, -1.464, 4.251], [-1.791, -1.604, 2.711], [-2.627, -1.878, 1.865], [-0.468, -1.321, 2.424], [-0.125, -1.485, 5.512], [-0.685, 0.160, 5.048], [-2.067, -2.473, 4.664], [-2.786, -0.837, 4.480]], "relative_energy_kcal_mol": 0.0, "lumo_ev": [-7.669, -9.270], "spin_multiplicity": 5, "total_charge": 2, "s2": 6.0288, "orbital_gap_ev": [5.618, 3.961]}

=====

{"formula": "C31H39N5O2P2Zr", "method": "ωB97M-V/def2-TZVPD", "symbols": ["Zr", "C", "C", "C", "C", "C", "C", "C", "C", "C", "H", "H", "H", "H", "H", "H", "H", "H", "H", "H", "H", "H", "H", "H", "H", "P", "P", "N", "N", "N", "N", "C", "C", "C", "C", "C", "C", "C", "C", "C", "C", "C", "C", "C", "C", "C", "C", "C", "C", "H", "H", "H", "H", "H", "H", "H", "H", "H", "H", "H", "H", "H", "H", "H", "H", "H", "H", "H", "H", "O", "C", "C", "C", "C", "O", "N", "H", "H", "H", "H"], "coordinates": [[-1.485, -0.898, 2.004], [3.335, -3.412, -1.173], [2.887, -2.170, -0.903], [1.949, -1.469, -1.837], [0.632, -2.238, -1.785], [0.271, -2.956, -3.056], [1.181, -3.237, -3.995], [2.686, -3.336, -3.801], [3.263, -4.035, -2.539], [-3.438, -1.956, 2.345], [3.930, -3.956, -0.415], [3.175, -1.632, 0.001], [2.344, -1.554, -2.852], [1.845, -0.397, -1.552], [0.693, -3.060, -1.054], [-0.123, -1.583, -1.318], [-0.764, -3.355, -3.041], [0.900, -3.557, -5.000], [3.276, -2.432, -4.074], [2.949, -4.013, -4.598], [2.840, -5.043, -2.470], [4.308, -4.245, -2.778], [-3.722, -2.813, 1.765], [-4.314, -1.334, 2.506], [-3.210, -2.354, 3.385], [-2.159, 0.779, -0.154], [1.107, 1.411, 1.964], [-2.029, 0.866, -2.035], [-3.547, 2.149, -0.303], [2.240, 2.191, 0.588], [1.619, 2.786, 3.052], [-0.807, 1.934, 0.046], [-0.481, 2.127, 1.520], [-2.656, -0.056, -2.862], [-2.686, 0.440, -4.167], [-2.110, 1.739, -4.135], [-1.709, 1.972, -2.826], [-4.831, 1.962, 0.184], [-5.586, 3.126, 0.011], [-4.741, 4.076, -0.632], [-3.502, 3.443, -0.823], [3.587, 1.860, 0.367], [4.051, 2.526, -0.755], [2.950, 3.229, -1.287], [1.901, 3.121, -0.371], [2.516, 3.855, 2.901], [2.264, 4.804, 3.892], [1.166, 4.319, 4.671], [0.787, 3.102, 4.133], [-0.987, 2.892, -0.444], [0.035, 1.505, -0.505], [-0.550, 3.170, 1.798], [-1.223, 1.585, 2.160], [-3.006, -0.993, -2.445], [-3.058, -0.095, -5.026], [-1.992, 2.422, -4.974], [-1.209, 2.848, -2.427], [-5.103, 1.020, 0.641], [-6.608, 3.283, 0.333], [-4.987, 5.099, -0.885], [-2.625, 3.844, -1.304], [4.076, 1.152, 1.033], [5.057, 2.497, -1.146], [2.875, 3.662, -2.261], [0.949, 3.614, -0.381], [3.245, 3.860, 2.102], [2.789, 5.739, 4.026], [0.705, 4.820, 5.510], [-0.021, 2.441, 4.398], [0.847, -4.188, 0.585], [0.320, -4.028, 1.681], [0.394, -4.952, 2.856], [-0.487, -4.297, 3.908], [-0.697, -2.890, 3.407], [-0.977, -1.720, 3.965], [-0.378, -2.837, 2.092], [0.043, -5.949, 2.569], [1.445, -5.080, 3.140], [-1.461, -4.843, 3.926], [-0.161, -4.312, 4.928]], "lumo_ev": [-9.593, -9.614], "total_charge": 2, "orbital_gap_ev": [3.195, 3.153]}

=====

The records above yield DFT total energy values of -1840.8227, -2405.6563, -2357.8187 Eh, respectively.